Below is a 10-piece molecular cluster, C28H67N9O10 overall at a distorted geometry, with properties calculated with the ωB97M-V functional and the def2-TZVPD basis.

Last column: Löwdin charge in e.
Element x y z (Å)
C1 -3.7404 0.5827 2.2817  -0.052
N1 -3.8244 -0.8301 1.9703  0.045
C2 -4.3317 -1.1999 0.7972  -0.529
C3 -4.2747 -2.6322 0.3804  0.019
O1 -4.9258 -0.3756 0.0823  -0.008
H1 -2.7673 0.7488 2.6765  0.053
H2 -4.4937 0.9186 3.0162  0.095
H3 -3.8425 1.0853 1.3514  0.052
H4 -3.2964 -1.5169 2.4738  0.101
H5 -4.6093 -2.8264 -0.6534  0.098
H6 -4.9243 -3.1540 1.0511  0.077
H7 -3.2691 -3.0461 0.5190  0.075
C4 0.4108 5.1759 4.7324  -0.063
N2 -0.1745 5.0265 3.3979  0.014
C5 -0.5293 3.8525 2.7960  -0.537
C6 -0.7902 3.8529 1.3201  0.016
O2 -0.6771 2.8101 3.4047  0.019
H8 -0.1027 4.5949 5.5034  0.085
H9 0.3508 6.2225 5.0247  0.079
H10 1.4636 4.9463 4.7152  0.075
H11 -0.1010 5.8033 2.7689  0.123
H12 -0.1973 3.0651 0.7453  0.107
H13 -0.7600 4.8012 0.8686  0.056
H14 -1.8127 3.5088 1.1432  0.082
C7 -5.6452 3.2019 -0.2501  -0.082
N3 -5.5643 2.1169 -1.2071  0.019
C8 -4.3319 1.6913 -1.5163  -0.533
C9 -4.2079 0.4848 -2.4170  0.003
O3 -3.3065 2.2782 -1.0871  -0.019
H15 -6.6873 3.5185 0.0030  0.091
H16 -5.0872 4.1448 -0.5320  0.101
H17 -5.2074 2.8143 0.6840  0.071
H18 -6.3115 1.4777 -1.1834  0.119
H19 -5.0526 -0.1595 -2.3196  0.067
H20 -3.2819 -0.0469 -2.1991  0.069
H21 -4.0981 0.8309 -3.4457  0.090
C10 2.2054 -0.9558 -1.6110  -0.069
N4 3.5510 -1.2891 -2.0729  0.026
C11 3.7660 -1.7856 -3.3337  -0.573
C12 5.1451 -2.1712 -3.5788  -0.008
O4 2.8095 -1.9154 -4.0871  0.028
H22 1.6721 -1.8142 -1.1460  0.070
H23 1.6667 -0.5144 -2.4830  0.071
H24 2.2675 -0.0974 -0.9206  0.079
H25 4.2821 -1.3259 -1.3964  0.074
H26 5.4929 -2.8894 -2.8510  0.087
H27 5.8166 -1.3218 -3.5698  0.077
H28 5.1532 -2.5662 -4.6482  0.117
C13 0.3278 2.7272 -3.2457  -0.094
N5 1.7045 2.4710 -3.4162  0.007
C14 2.6801 3.0263 -2.7100  -0.594
C15 4.1225 2.7849 -3.1473  0.001
O5 2.4566 3.7211 -1.7612  0.053
H29 -0.2832 2.2819 -4.0807  0.100
H30 0.0698 3.7796 -3.3336  0.081
H31 -0.2159 2.3239 -2.3265  0.087
H32 1.9574 1.9139 -4.2315  0.146
H33 4.4392 3.4763 -3.9315  0.083
H34 4.3033 1.7744 -3.6210  0.090
H35 4.7113 2.8366 -2.2259  0.049
C16 -0.8707 -1.7771 -3.2794  -0.067
N6 -0.3608 -3.1485 -3.1131  0.041
C17 -1.2798 -4.1040 -3.0042  -0.595
C18 -0.7978 -5.5166 -3.1973  -0.001
O6 -2.4442 -3.8140 -2.8134  0.034
H36 -1.5452 -1.6911 -4.1353  0.090
H37 -0.0077 -1.0883 -3.4607  0.069
H38 -1.2671 -1.2991 -2.3547  0.059
H39 0.5269 -3.2837 -3.5553  0.120
H40 -0.8316 -5.7949 -4.2613  0.091
H41 -1.3625 -6.1679 -2.5779  0.070
H42 0.2310 -5.7397 -2.9012  0.063
C19 3.1158 1.1433 1.7668  -0.055
N7 4.2175 1.4654 0.8452  0.027
C20 5.0309 0.5054 0.3277  -0.517
C21 6.0917 1.0582 -0.5894  0.007
O7 4.8483 -0.7197 0.4485  -0.006
H43 2.7319 0.1303 1.5898  0.051
H44 2.2884 1.8519 1.5774  0.091
H45 3.4588 1.1166 2.8073  0.089
H46 4.4730 2.4565 0.8264  0.150
H47 5.5810 1.5363 -1.4005  0.033
H48 6.7172 0.2192 -0.9798  0.102
H49 6.8083 1.6374 -0.0590  0.074
C22 2.3832 -2.7371 1.3132  -0.083
N8 2.2219 -3.6750 0.2439  0.002
C23 1.2364 -4.5941 0.0537  -0.506
C24 -0.1159 -4.4502 0.7550  0.023
O8 1.4387 -5.5860 -0.6690  0.000
H50 1.7369 -3.2015 2.0690  0.087
H51 1.9213 -1.8133 1.0809  0.016
H52 3.4023 -2.5296 1.5798  0.082
H53 2.9802 -3.7546 -0.4289  0.140
H54 -0.3417 -5.4326 1.1525  0.086
H55 -0.8221 -4.1546 -0.0086  0.069
H56 -0.0878 -3.7645 1.6200  0.067
C25 -2.9740 0.1372 5.5695  -0.062
N9 -1.6001 0.1937 5.0620  0.014
C26 -1.0405 -0.6535 4.1471  -0.544
C27 0.4233 -0.2865 3.8089  0.010
O9 -1.5850 -1.6461 3.7140  0.034
H57 -3.0489 -0.6981 6.2738  0.086
H58 -3.7501 -0.0136 4.7890  0.062
H59 -3.2099 1.0976 6.0341  0.088
H60 -1.2642 1.1282 4.9835  0.086
H61 1.0701 -0.7168 4.6112  0.102
H62 0.5089 0.8053 3.7517  0.055
H63 0.6361 -0.8109 2.8822  0.048
C28 -0.8321 -0.3273 0.1527  -0.126
O10 -0.6849 0.8362 -0.6296  -0.136
H64 -1.4809 -1.0717 -0.2428  0.061
H65 0.1434 -0.7750 0.2967  0.055
H66 -1.1932 -0.0195 1.1172  0.063
H67 -1.5252 1.3002 -0.7564  0.034

Cartesian forces, eV/Å:
-0.4 -0.8 0.7
-0.1 -0.3 0.1
-1.5 1.0 -1.6
0.7 -0.4 -0.3
0.2 -0.5 0.4
0.8 0.5 0.4
0.2 -0.1 -0.5
-0.2 0.7 -0.6
0.4 0.1 0.5
0.2 0.5 0.5
-0.5 -0.6 0.4
-0.1 0.0 -0.1
-0.5 0.3 -0.2
0.0 -0.3 -0.2
0.0 0.0 -0.1
-0.3 -1.7 -0.6
0.2 -0.6 1.0
0.0 -0.1 -0.4
-0.2 0.1 -0.1
0.4 -0.4 0.1
0.2 0.2 0.0
-0.3 1.2 1.0
0.5 1.3 -0.7
-0.1 -0.1 0.3
-0.1 1.0 1.2
0.5 1.9 -0.1
2.0 -0.3 0.3
0.6 0.8 -0.2
-1.3 -0.6 -0.6
0.7 -0.6 -0.6
-0.5 -1.4 0.0
0.0 0.5 -0.1
-0.7 -0.9 -0.3
-0.5 -0.5 -0.1
-0.2 0.0 0.2
-0.2 0.1 -0.1
0.0 1.0 -0.6
-0.7 -0.2 -0.5
-2.4 0.6 2.1
1.1 -0.7 -2.8
0.5 -0.1 -0.7
0.2 0.6 -0.6
0.2 -0.8 0.7
0.1 -0.5 0.1
0.4 0.1 0.5
0.1 -0.3 0.0
0.1 0.3 0.2
0.3 0.1 1.5
-3.5 -0.3 0.1
0.3 -1.6 -1.8
1.2 -0.3 -0.7
0.0 -1.6 -0.6
-0.3 1.3 1.8
1.0 0.1 0.6
0.3 0.3 0.3
1.4 0.4 -0.9
0.0 0.3 0.6
0.0 0.3 0.4
-0.4 0.8 0.6
0.0 0.5 -0.6
1.4 1.3 0.4
0.2 2.5 -0.1
0.1 -1.0 -0.4
1.0 -0.2 -0.4
-0.8 -0.2 0.4
-0.2 -0.1 0.4
-0.5 -0.9 -0.3
-0.3 -0.9 -0.6
0.4 -0.5 0.1
-0.5 0.1 0.3
-0.9 -0.6 0.2
0.1 0.7 0.1
-0.1 -0.2 -0.4
-0.3 -0.4 0.9
-0.4 -0.6 -0.4
0.7 -2.2 -0.1
0.0 1.5 0.3
0.3 0.3 -0.3
0.5 -0.3 0.4
-0.2 0.4 -0.1
0.1 -0.8 -0.4
0.2 0.5 -0.3
-0.8 0.4 0.1
0.3 1.2 0.3
-1.8 -1.1 0.5
0.8 -0.3 -1.5
0.2 -1.6 -0.3
1.4 0.2 0.6
-0.4 1.5 0.5
0.9 0.6 0.8
-0.4 1.3 -0.3
0.4 -0.4 0.2
-0.2 -0.2 0.3
-0.3 -0.2 -0.2
-0.4 0.1 0.0
-0.3 0.0 -0.6
-0.2 -0.6 -0.6
-0.7 0.2 -0.3
0.8 0.6 0.7
-0.8 -0.6 0.7
-0.4 -0.6 -0.2
-0.2 0.3 0.0
0.7 -0.1 0.3
0.2 -0.3 0.2
0.5 0.6 0.0
-0.4 0.5 -0.5
0.3 -0.4 -0.1
0.2 0.3 -0.2
0.4 1.1 0.6
0.5 0.0 -0.7
-0.7 -0.6 -0.6
0.3 0.0 -0.1
-0.3 -0.2 0.8
-0.4 -0.1 0.1

Output
Maximum force, Eh/bohr: 0.069
E_tot, Ha: -2352.3947
Structure (SMILES): CNC(C)=O.CNC(C)=O.CNC(C)=O.CNC(C)=O.CNC(C)=O.CNC(C)=O.CNC(C)=O.CNC(C)=O.CNC(C)=O.CO
E_LUMO, eV: 0.41
HOMO level, eV: -9.0963
Relative energy (zero: lowest compared OMol25 entry of this formula, charge and spin), kcal/mol: 0.0
Kohn-Sham gap, eV: 9.51
Spin multiplicity: 1